ORCA calculation (the ωB97M-V functional and the def2-TZVPD basis) on a 2-piece molecular cluster, C5H14 overall at a distorted geometry.

Element x y z (Å)
1 C 2.73531 0.56430 0.05308
2 C -0.69653 -1.65992 -0.06701
3 C -1.68316 -0.63709 0.35281
4 C -2.52459 -0.07121 -0.79506
5 C 1.90195 1.70376 0.53366
6 H 1.62549 2.25646 -0.36129
7 H 3.47815 0.42321 0.87244
8 H -1.09358 -2.09527 -0.99083
9 H 2.32682 -0.36116 -0.49854
10 H 0.31598 -1.04121 -0.23896
11 H 3.46190 0.89252 -0.73853
12 H -0.46784 -2.55555 0.60357
13 H -1.12948 0.30828 0.83154
14 H -2.37440 -1.15484 1.08195
15 H -2.40902 -0.85660 -1.57145
16 H -2.20487 0.81402 -1.28715
17 H -3.48292 0.15184 -0.41658
18 H 2.54508 2.25080 1.21871
19 H 1.01081 1.56843 1.03028

Its structure (SMILES) is CCC.CC. The calculation puts the HOMO-LUMO gap at 0.4370 Ha. The value obtained for the highest occupied orbital energy is -0.39510 Eh. The LUMO energy comes out at 0.0419 hartree.